1.
# C5H7ClO

A 2-piece molecular cluster, C5H7ClO overall (ωB97M-V with the def2-TZVPD basis set, the Open Molecules 2025 dataset).

The geometry in XYZ format:
```
14
C5H7ClO | the Open Molecules 2025 dataset | ωB97M-V with the def2-TZVPD basis set
C 0.10 1.53 -1.16
C 0.68 0.50 -0.90
C -0.59 2.62 -1.95
C -0.08 -1.26 2.19
C 0.32 -1.79 0.84
O 1.58 -1.97 0.58
Cl -0.82 -2.65 -0.32
H -0.73 2.14 -2.93
H -1.41 2.97 -1.23
H 0.02 3.46 -2.04
H 0.26 -1.92 2.96
H 0.24 -0.18 2.12
H -1.17 -1.23 2.12
H 1.59 -2.23 -0.28
```

## Properties
F_max in eV/A: 4.75
Total charge: 0
Kohn-Sham gap (spin up / spin down) in eV: 6.33 / 5.99
Energy in a.u.: -729.8931

---

2.
# C5H7ClOS

A single C5H7ClOS molecule (ωB97M-V with the def2-TZVPD basis set, the Open Molecules 2025 dataset).

The geometry in XYZ format:
```
15
C5H7ClOS | the Open Molecules 2025 dataset | ωB97M-V with the def2-TZVPD basis set
C 0.94 -1.46 -1.04
C 0.97 -0.50 0.10
C 2.01 0.11 0.81
C -0.76 0.96 -0.06
C -2.09 0.90 0.66
H 0.13 -0.99 -1.81
H 0.19 -2.39 -0.88
H 1.84 -1.98 -1.63
H 3.12 0.26 0.52
H 1.64 0.67 1.81
H -1.99 0.84 1.66
H -2.50 1.91 0.47
O -0.29 -0.15 0.40
S -0.17 2.30 -0.76
Cl -3.02 -0.48 -0.23
```

## Properties
F_max in eV/A: 5.88
Total charge: 0
Kohn-Sham gap in eV: 8.90
Energy in a.u.: -1128.2024

---

3.
# C5H7ClOS

A single C5H7ClOS molecule (ωB97M-V with the def2-TZVPD basis set, the Open Molecules 2025 dataset).

The geometry in XYZ format:
```
15
C5H7ClOS | the Open Molecules 2025 dataset | ωB97M-V with the def2-TZVPD basis set
C 0.34 0.61 -0.68
C 0.51 -0.82 -1.15
C 0.45 -1.31 0.33
C -0.03 0.07 0.83
C -1.48 0.22 1.09
H 0.08 3.17 -1.14
H 1.33 0.91 -0.28
H -0.47 -1.16 -1.57
H 1.47 -1.22 -1.66
H -0.07 -2.19 0.47
H 1.47 -1.40 0.95
H -1.83 -0.30 0.28
O -2.06 0.76 1.95
S -0.51 1.94 -1.64
Cl 0.79 0.72 2.23
```

## Properties
F_max in eV/A: 4.27
Total charge: 0
Kohn-Sham gap in eV: 9.96
Energy in a.u.: -1128.2394

---

4.
# C5H7ClS2

A single C5H7ClS2 molecule (ωB97M-V with the def2-TZVPD basis set, the Open Molecules 2025 dataset).

The geometry in XYZ format:
```
15
C5H7ClS2 | the Open Molecules 2025 dataset | ωB97M-V with the def2-TZVPD basis set
C -1.07 0.01 1.43
C -0.84 -0.14 -0.03
C 0.15 -1.39 -0.43
C 1.33 -0.42 -0.54
C 0.35 0.75 -0.70
H -0.25 0.23 2.17
H -1.80 0.85 1.53
H -1.68 -0.87 1.85
H -0.14 -1.68 -1.44
H 0.38 -2.25 0.26
H 0.08 0.61 -1.72
H 1.97 2.34 -0.81
S 2.99 -0.53 -0.34
S 0.81 2.44 -0.26
Cl -2.29 0.05 -0.95
```

## Properties
F_max in eV/A: 4.21
Total charge: 0
Kohn-Sham gap in eV: 8.47
Energy in a.u.: -1451.2166